[1]
Density functional theory data (ωB97M-V/def2-TZVPD) for a cluster of 2 separate species, CH6N3 in total.

## Properties
gap between HOMO and LUMO	10.30	eV
E_HOMO	-0.55916	Eh
charge	+1
LUMO	-4.9122	eV
energy	-5594.9267	eV

Geometry (Å):
C (-0.562, -0.554, 0.014)
N (0.502, 0.183, -0.053)
N (-1.750, 0.022, 0.036)
N (1.866, -0.202, -0.020)
H (-0.323, -1.668, -0.067)
H (0.109, 1.619, 0.143)
H (-1.987, 0.992, 0.250)
H (-2.561, -0.488, -0.170)
H (2.399, -0.090, -0.899)
H (2.308, 0.185, 0.765)

[2]
Density functional theory data (ωB97M-V/def2-TZVPD) for the ion CH6N3 with charge +1.

## Properties
gap between HOMO and LUMO	11.60	eV
E_HOMO	-0.59582	Eh
charge	+1
LUMO	-4.6093	eV
structure (SMILES)	NC(N)=[NH2+]
energy	-5598.0065	eV

Geometry (Å):
N (-0.571, -1.122, 0.447)
C (0.001, -0.039, -0.069)
N (1.257, 0.153, 0.425)
N (-0.391, 0.958, -0.915)
H (-1.472, -1.381, -0.034)
H (-0.620, -1.209, 1.466)
H (1.575, 1.083, 0.648)
H (1.795, -0.617, 0.770)
H (-0.249, 0.765, -1.917)
H (-1.324, 1.410, -0.820)

[3]
Density functional theory data (ωB97M-V/def2-TZVPD) for a cluster of 2 separate species, CH6N3O in total.

## Properties
gap between HOMO and LUMO	11.34	eV
E_HOMO	-0.54049	Eh
charge	+1
LUMO	-3.3635	eV
energy	-7641.7680	eV

Geometry (Å):
C (1.802, -0.028, -0.153)
N (2.411, 0.934, -0.328)
N (-2.049, 0.221, 0.081)
N (1.158, -1.049, 0.154)
O (-0.680, 0.405, -0.299)
H (3.137, 1.474, -0.797)
H (-2.044, -0.479, 0.742)
H (-2.713, -0.204, -0.683)
H (-2.429, 1.014, 0.544)
H (1.258, -1.673, 0.914)
H (0.148, -0.616, -0.176)

[4]
Density functional theory data (ωB97M-V/def2-TZVPD) for a cluster of 2 separate species, CH6N4O in total.

## Properties
gap between HOMO and LUMO (alpha / beta)	8.81 / 7.95	eV
E_HOMO (alpha / beta)	-0.31595 / -0.31616	Eh
LUMO (alpha / beta)	0.2087 / -0.6528	eV
energy	-9137.0573	eV

Geometry (Å):
N (-1.537, -0.471, 0.230)
C (-0.260, -0.380, -0.045)
N (1.618, 0.907, 0.144)
N (0.571, -1.493, -0.098)
O (-1.669, 1.778, -0.118)
N (0.309, 0.840, -0.141)
H (-2.459, 1.453, 0.334)
H (-2.004, -1.133, -0.399)
H (1.952, 0.464, 0.998)
H (2.008, 1.819, -0.041)
H (0.103, -2.384, -0.152)
H (1.370, -1.399, -0.713)

[5]
Density functional theory data (ωB97M-V/def2-TZVPD) for the molecule CH6N4O.

## Properties
gap between HOMO and LUMO	10.00	eV
E_HOMO	-0.33976	Eh
LUMO	0.7585	eV
structure (SMILES)	[H]/N=C(\NN)NO
energy	-9139.8855	eV

Geometry (Å):
C (-0.302, 0.032, -0.041)
H (2.306, 0.382, 0.810)
H (2.177, 0.508, -0.850)
H (0.819, -1.619, -0.443)
H (0.363, 1.844, -0.037)
H (-1.477, -1.494, 0.633)
H (-2.294, 0.806, 0.155)
N (2.101, -0.129, -0.041)
N (0.859, -0.728, 0.012)
N (-0.486, 1.286, -0.025)
N (-1.437, -0.809, -0.105)
O (-2.630, -0.078, -0.069)

[6]
Density functional theory data (ωB97M-V/def2-TZVPD) for a structure of composition CH6N4O.

## Properties
gap between HOMO and LUMO (alpha / beta)	10.10 / 6.39	eV
E_HOMO (alpha / beta)	-0.66110 / -0.56729	Eh
charge	+2
LUMO (alpha / beta)	-7.8943 / -9.0499	eV
energy	-9115.3273	eV

Geometry (Å):
C (-11.919, 0.101, -0.801)
N (15.846, 0.240, -0.247)
N (-10.743, -0.552, -0.844)
N (14.963, 0.003, 0.509)
N (-10.501, -0.218, 0.466)
O (-11.709, 0.423, 0.499)
H (-12.797, 0.143, -1.516)
H (16.863, 0.530, -0.089)
H (-10.303, -1.155, -1.450)
H (14.842, 0.165, 1.589)
H (14.049, -0.459, 0.250)
H (-8.591, 0.778, 1.634)

[7]
Density functional theory data (ωB97M-V/def2-TZVPD) for a structure of composition CH6N4O2.

## Properties
gap between HOMO and LUMO	10.26	eV
E_HOMO	-0.34853	Eh
LUMO	0.7789	eV
energy	-11185.1359	eV

Geometry (Å):
N (0.403, -0.498, 0.177)
N (-1.102, 0.878, 0.702)
C (-0.511, 0.599, -0.451)
N (0.086, -1.763, -0.372)
N (1.804, -0.185, 0.101)
O (-1.997, 1.956, 0.780)
O (-0.464, 0.927, -1.609)
H (-2.868, 1.543, 0.858)
H (-0.295, -0.059, 1.175)
H (0.730, -2.434, 0.035)
H (0.252, -1.723, -1.378)
H (1.988, 0.529, 0.801)
H (1.974, 0.230, -0.818)

[8]
Density functional theory data (ωB97M-V/def2-TZVPD) for the molecule CH6N4OS.

## Properties
gap between HOMO and LUMO	9.20	eV
E_HOMO	-0.32032	Eh
LUMO	0.4861	eV
structure (SMILES)	NN/C(=N/O)NS
energy	-19974.3301	eV

Geometry (Å):
C (0.106, -0.119, 0.514)
H (-0.306, 0.013, 3.213)
H (-1.648, -0.043, 2.208)
H (-0.183, 1.747, 1.223)
H (1.637, 0.861, -0.186)
H (-0.314, 1.953, -1.725)
H (0.567, -1.839, -0.892)
N (-0.881, 0.545, 2.562)
N (-0.019, 0.802, 1.516)
N (0.936, 0.230, -0.547)
N (-0.533, -1.235, 0.602)
O (-0.216, -2.134, -0.395)
S (0.301, 0.793, -2.044)

[9]
Density functional theory data (ωB97M-V/def2-TZVPD) for the molecule CH6N4OS2.

## Properties
gap between HOMO and LUMO	7.46	eV
E_HOMO	-0.30055	Eh
LUMO	-0.7198	eV
structure (SMILES)	N=[S@](N)(=O)NC(N)=S
energy	-30809.7666	eV

Geometry (Å):
C (-1.839, -0.113, -0.330)
N (1.956, 1.372, -0.945)
N (-1.702, -1.411, -0.676)
N (1.718, 0.245, 1.365)
N (-0.824, 0.469, 0.287)
O (1.264, -1.039, -0.873)
S (-3.339, 0.673, -0.379)
S (1.236, 0.192, -0.270)
H (2.055, 1.496, -1.909)
H (-0.829, -1.942, -0.433)
H (-2.500, -1.958, -0.784)
H (0.923, -0.347, 1.724)
H (1.622, 1.294, 1.506)
H (-0.755, 1.464, 0.353)

[10]
Density functional theory data (ωB97M-V/def2-TZVPD) for a cluster of 2 separate species, CH6N4S in total.

## Properties
gap between HOMO and LUMO	8.90	eV
E_HOMO	-0.31479	Eh
LUMO	0.3349	eV
energy	-17924.7622	eV

Geometry (Å):
C (-0.245, 0.626, 0.029)
H (-2.231, -1.461, 1.139)
H (-0.101, -2.090, 0.363)
H (-1.708, -0.164, -1.421)
H (0.321, 2.280, 0.098)
H (1.216, 0.987, 1.414)
H (2.432, 0.246, -1.371)
N (-1.099, -1.613, 0.117)
N (-0.982, -0.454, -0.564)
N (-0.559, 1.831, -0.241)
N (0.927, 0.349, 0.674)
S (2.028, -0.537, -0.238)

| no. | maximum force (eV/A) |
| --- | --- |
| 1 | 5.622 |
| 2 | 4.231 |
| 3 | 3.698 |
| 4 | 2.003 |
| 5 | 1.222 |
| 6 | 4.708 |
| 7 | 0.404 |
| 8 | 2.193 |
| 9 | 6.222 |
| 10 | 4.937 |